This record from the OMol25 dataset describes C20H12Cl4N4O5RuS2Se as an isolated structure at a distorted geometry. The level of theory is wB97M-V/def2-TZVPD.

As for the spin multiplicity: 6. The gap between HOMO and LUMO (alpha / beta) comes out at 7.15 / 6.20 eV. The value obtained for the energy above the lowest of the compared OMol25 structures with the same formula, charge and spin is 17.92 kcal per mole. The HOMO energy (alpha / beta) is -4.881 / -5.357 eV. Its total charge is -1.

Cartesian coordinates (Å):
Ru 0.24 0.67 -0.32
Cl 3.73 0.60 5.87
C 3.09 0.15 4.33
C 3.40 -1.15 3.80
Cl 4.39 -2.22 4.71
C 2.91 -1.54 2.58
Cl 3.26 -3.08 1.92
C 2.09 -0.65 1.80
O 1.63 -0.97 0.69
C 1.78 0.67 2.35
O 1.05 1.44 1.69
C 2.30 1.02 3.63
Cl 1.91 2.59 4.24
O -0.42 -2.20 -4.22
S -1.37 -1.48 -3.43
O -2.08 -0.40 -4.11
N -0.78 -0.97 -2.02
C -1.38 -1.57 -0.97
O -1.14 -1.25 0.20
C -2.41 -2.58 -1.37
C -3.19 -3.38 -0.55
C -4.11 -4.22 -1.16
C -4.24 -4.26 -2.54
C -3.46 -3.46 -3.36
C -2.55 -2.62 -2.74
H -3.07 -3.32 0.52
H -4.73 -4.86 -0.54
H -4.97 -4.93 -2.99
H -3.55 -3.48 -4.44
C -0.26 2.61 -5.17
C -0.25 2.86 -3.70
C 0.61 3.72 -3.07
C 0.69 3.65 -1.68
N -0.15 2.92 -0.96
C -1.12 2.21 -1.59
S -2.39 1.54 -0.70
N -1.10 2.15 -2.96
C 1.78 4.33 -0.92
H 0.56 3.15 -5.65
H -1.21 2.91 -5.61
H -0.12 1.54 -5.36
H 1.33 4.28 -3.64
H -1.67 1.42 -3.39
H 2.62 4.58 -1.57
H 2.11 3.68 -0.11
H 1.39 5.25 -0.47
Se 2.50 0.54 -1.59
C 2.68 1.47 -3.15
N 2.84 2.06 -4.14

These are the Löwdin partial charges, in e, on atoms 1 to 6: Ru 1.06; Cl 0.66; C -0.70; C -0.70; Cl 0.66; C -0.62

***

This record from the OMol25 dataset describes C20H12Cl5IIrN2O2 as an isolated structure. The level of theory is wB97M-V/def2-TZVPD.

As for the spin multiplicity: 1. The gap between HOMO and LUMO comes out at 7.41 eV. The HOMO energy is -11.459 eV. Its total charge is +1.

Cartesian coordinates (Å):
Ir 0.17 -0.33 -0.72
C -4.35 -0.77 -1.76
C -3.97 0.31 -0.80
N -4.90 0.97 -0.16
C -4.56 1.94 0.71
C -3.28 2.32 0.98
C -3.00 3.45 1.93
O -2.07 3.11 2.95
C -2.23 1.61 0.31
C -0.89 2.05 0.50
N 0.21 1.51 0.06
C 1.44 2.21 0.32
C 1.46 3.57 0.61
C 2.65 4.22 0.92
C 3.85 3.53 0.94
C 3.86 2.19 0.60
C 2.67 1.56 0.29
I 2.76 -0.43 -0.34
C -2.58 0.57 -0.56
O -1.72 -0.18 -1.20
H -5.43 -0.76 -1.89
H -4.05 -1.75 -1.38
H -3.86 -0.63 -2.72
H -5.39 2.43 1.21
H -3.95 3.80 2.35
H -2.56 4.30 1.40
H -2.50 2.53 3.59
H -0.78 2.94 1.10
H 0.56 4.17 0.57
H 2.62 5.28 1.14
H 4.78 4.03 1.18
H 4.79 1.64 0.57
Cl 0.19 0.12 2.94
C -0.10 -1.41 2.20
C -0.06 -1.54 0.83
C -0.24 -2.80 0.30
Cl -0.08 -2.70 -1.45
C -0.48 -3.94 1.02
Cl -0.69 -5.44 0.23
C -0.55 -3.80 2.41
Cl -0.86 -5.17 3.38
C -0.35 -2.54 2.99
Cl -0.41 -2.38 4.70

These are the Löwdin partial charges, in e, on atoms 1 to 6: Ir 0.93; C -0.01; C -0.25; N 0.14; C -0.07; C -0.14

***

This record from the OMol25 dataset describes C20H12MoN8O8SSe as an isolated structure at a distorted geometry. The level of theory is wB97M-V/def2-TZVPD.

As for the spin multiplicity: 3. The gap between HOMO and LUMO (alpha / beta) comes out at 5.45 / 7.32 eV. The HOMO energy (alpha / beta) is -6.996 / -8.869 eV.

Cartesian coordinates (Å):
Mo -0.59 -1.53 1.71
N 0.23 -0.68 3.66
N 1.58 -1.13 3.75
C 2.21 -1.49 2.56
O 3.40 -1.43 2.44
O 1.36 -1.92 1.64
H 0.23 0.34 3.55
H -0.27 -0.97 4.49
H 2.16 -0.60 4.38
Se -5.05 0.24 -4.29
N -3.53 -0.66 -4.12
C -3.25 -0.69 -2.85
C -2.07 -1.37 -2.29
C -1.13 -2.03 -3.08
C -0.07 -2.64 -2.46
C 0.03 -2.60 -1.07
N -0.87 -1.96 -0.32
C -1.90 -1.34 -0.92
C -2.83 -0.62 -0.03
N -2.52 -0.62 1.27
C -3.34 -0.03 2.13
C -4.50 0.61 1.72
C -4.82 0.63 0.38
C -3.96 0.00 -0.52
C -4.20 -0.03 -1.97
N -5.22 0.53 -2.54
H -1.25 -2.04 -4.15
H 0.70 -3.15 -3.02
H 0.85 -3.07 -0.54
H -3.05 -0.08 3.17
H -5.14 1.07 2.46
H -5.71 1.12 0.02
O 0.85 1.79 2.49
C 0.82 1.27 1.38
O -0.07 0.45 0.94
C 1.91 1.56 0.39
C 2.66 2.73 0.49
C 3.72 2.90 -0.37
C 4.10 1.96 -1.30
C 3.33 0.82 -1.37
C 2.24 0.61 -0.55
N 3.69 -0.23 -2.35
O 2.89 -1.12 -2.54
O 4.76 -0.13 -2.91
N 4.51 4.16 -0.30
O 5.49 4.25 -1.01
O 4.12 5.01 0.47
H 2.42 3.48 1.23
H 4.96 2.10 -1.94
H 1.66 -0.30 -0.64
S -1.55 -3.15 2.76

These are the Löwdin partial charges, in e, on atoms 1 to 6: Mo 1.19; N -0.07; N 0.03; C -0.68; O 0.09; O -0.25

***

This record from the OMol25 dataset describes C20H12NO7S3V as an isolated structure at a distorted geometry. The level of theory is wB97M-V/def2-TZVPD.

As for the spin multiplicity: 2. The gap between HOMO and LUMO (alpha / beta) comes out at 8.37 / 8.19 eV. The HOMO energy (alpha / beta) is -11.551 / -11.557 eV. Its total charge is +1.

Cartesian coordinates (Å):
V -2.05 -0.24 0.91
O 2.77 1.65 0.64
C 1.18 1.46 0.52
O 0.84 1.08 -0.73
C 0.35 2.58 1.06
C 0.67 3.89 1.37
C -0.39 4.75 1.64
C -1.70 4.30 1.58
C -1.92 2.95 1.31
N -0.91 2.14 1.06
C -3.30 2.27 1.21
O -4.31 2.93 1.11
O -3.18 1.00 1.21
H 1.69 4.23 1.39
H -0.19 5.79 1.86
H -2.54 4.96 1.74
O -1.51 -0.76 2.26
O -0.74 -1.17 3.16
O -1.08 -0.71 -0.27
C 0.04 -1.26 -0.86
C -0.17 -1.30 -2.35
C -1.37 -1.13 -2.97
C -1.26 -1.18 -4.38
C 0.02 -1.37 -4.80
S 1.11 -1.55 -3.48
C 1.20 -0.30 -0.46
C 1.38 0.04 1.06
C 2.82 0.37 1.36
C 3.51 0.49 0.08
S 2.83 -0.46 -1.25
C 0.26 -2.62 -0.24
C -0.71 -3.41 0.30
C -0.19 -4.60 0.85
C 1.16 -4.69 0.71
S 1.83 -3.34 -0.10
H -2.30 -0.99 -2.44
H -2.09 -1.05 -5.05
H 0.39 -1.41 -5.80
H 0.76 -0.45 1.82
H 3.27 0.35 2.34
H 4.57 0.72 0.01
H -1.77 -3.16 0.29
H -0.79 -5.35 1.33
H 1.80 -5.49 1.02

These are the Löwdin partial charges, in e, on atoms 1 to 6: V 1.10; O 0.07; C -0.23; O 0.08; C -0.14; C 0.04